Entry 1:
ORCA calculation (ωB97M-V/def2-TZVPD) on a structure of composition C31H52BrCrN5P2 in a non-equilibrium geometry.

The geometry in XYZ format:
```
92
Properties=species:S:1:pos:R:3
N -4.6400 2.8563 -3.2139
C -4.5485 3.1357 -1.9154
C -3.6462 2.4632 -1.0778
C -2.7126 1.5735 -1.6494
C -2.8781 1.2438 -3.0186
C -3.8534 1.9363 -3.7604
C -1.4652 1.2832 -0.8967
Cr -0.2813 0.0129 0.1134
P 1.8607 -0.2707 -0.0677
C -0.2883 0.9341 -1.7057
C 0.5790 2.0500 -2.2048
C 1.1864 1.9106 -3.4672
C 2.2216 2.7621 -3.8460
C 2.6510 3.7710 -2.9646
C 1.8938 4.0423 -1.8128
C 0.8314 3.2050 -1.4489
Br 4.1617 4.7346 -3.3223
H -1.3333 1.9811 -0.0599
H -0.4397 0.1944 -2.4997
H -3.6087 2.7188 -0.0197
H -2.2200 0.5637 -3.5570
H -5.1927 3.9261 -1.5145
H -3.9677 1.7436 -4.8337
H 0.8656 1.1037 -4.1341
H 0.2140 3.4410 -0.5773
H 2.7192 2.6146 -4.7998
H 2.1690 4.8786 -1.1797
P -0.9282 -2.1733 -0.4949
C 2.8812 1.1752 0.4001
C 4.2354 1.3545 -0.2881
H 2.9975 1.1696 1.4924
H 2.2639 2.0534 0.1595
H 4.7481 2.2033 0.1815
H 4.8921 0.4849 -0.1813
H 4.1296 1.5907 -1.3548
C 2.4200 -0.6235 -1.7842
C 3.6860 -1.4561 -1.9467
H 2.5195 0.3483 -2.2824
H 1.5873 -1.1262 -2.2957
H 3.8658 -1.5841 -3.0225
H 4.5750 -0.9783 -1.5157
H 3.5679 -2.4559 -1.5102
C 2.4359 -1.6882 0.9415
C 3.8826 -1.6174 1.4323
H 2.2947 -2.5889 0.3254
H 1.7484 -1.7962 1.7964
H 4.0553 -2.4993 2.0635
H 4.6062 -1.6516 0.6037
H 4.0845 -0.7296 2.0494
C -0.9140 -3.4692 0.7913
C -1.5718 -4.8027 0.4266
H -1.4123 -3.0307 1.6636
H 0.1385 -3.6209 1.0744
H -2.6635 -4.7166 0.4033
H -1.2370 -5.2047 -0.5345
H -1.3216 -5.5449 1.1936
C -0.0122 -3.0174 -1.8603
C -0.3799 -2.6021 -3.2822
H -0.1681 -4.0987 -1.7459
H 1.0586 -2.8568 -1.6578
H -1.4272 -2.8450 -3.5058
H -0.2254 -1.5345 -3.4832
H 0.2523 -3.1548 -3.9919
C -2.6679 -2.0534 -1.0654
C -3.7451 -1.9254 0.0155
H -2.8572 -2.9465 -1.6786
H -2.7229 -1.1850 -1.7450
H -4.6872 -1.6139 -0.4588
H -3.9345 -2.8846 0.5170
H -3.5086 -1.1725 0.7813
C -1.8775 1.1338 2.5233
N -0.5976 0.4101 2.2664
C -0.6210 -0.8329 3.0977
N -0.7668 -0.5478 4.5312
C -2.0295 0.1976 4.7421
N -2.0682 1.4598 3.9603
C -0.9068 2.2843 4.3980
N 0.3739 1.5902 4.2065
C 0.5272 1.2543 2.7828
C 0.3349 0.3361 4.9823
H -2.7275 0.5124 2.2116
H -1.8900 2.0852 1.9803
H 0.3145 -1.3904 2.9666
H -1.4739 -1.4524 2.7986
H -2.1012 0.4534 5.8078
H -2.8758 -0.4344 4.4477
H -0.9052 3.2143 3.8181
H -1.0318 2.5019 5.4664
H 1.4693 0.7013 2.6951
H 0.5801 2.1936 2.2194
H 0.1653 0.5801 6.0390
H 1.2883 -0.1906 4.8664
```

LUMO (alpha / beta): -6.904 / -8.758 eV
Kohn-Sham gap (alpha / beta): 6.40 / 4.75 eV
F_max: 0.089 Eh/bohr
relative energy (zero: lowest compared OMol25 entry of this formula, charge and spin): 0.0 kcal per mole
spin multiplicity: 5
charge: +2
⟨S²⟩: 6.15

---

Entry 2:
ORCA calculation (ωB97M-V/def2-TZVPD) on a cluster of 2 separate species, C4H14N2O in total in a non-equilibrium geometry.

The geometry in XYZ format:
```
21
Properties=species:S:1:pos:R:3
C -2.6960 -1.4230 -0.5227
C -2.4976 -1.2517 1.0028
N -1.6435 -0.0608 1.2955
C -0.3803 -0.0454 0.4109
C 0.2977 1.3336 0.6954
N -0.4003 2.5721 0.3441
H -3.1670 -0.5495 -1.0450
H -1.6016 -1.5158 -0.8566
H -3.3669 -2.2456 -0.7631
H -3.5602 -1.1774 1.3959
H -1.9812 -2.0896 1.4208
H -2.0015 0.8589 1.2052
H 0.2226 -0.9767 0.5912
H -0.6173 0.1111 -0.7010
H 1.2648 1.2909 0.0557
H 0.6896 1.3577 1.7019
H -0.0489 3.5598 0.3389
H -0.3716 2.3045 -0.6153
O 5.9671 -1.0787 -2.4185
H 6.8579 -1.3062 -2.4801
H 5.9081 -0.2525 -1.8960
```

LUMO: 0.826 eV
Kohn-Sham gap: 9.32 eV
F_max: 0.089 Eh/bohr
relative energy (zero: lowest compared OMol25 entry of this formula, charge and spin): 70.1 kcal per mole

---

Entry 3:
ORCA calculation (ωB97M-V/def2-TZVPD) on a structure of composition C35H31Cl3F6N3O3S4Sn in a non-equilibrium geometry.

The geometry in XYZ format:
```
86
Properties=species:S:1:pos:R:3
Sn 0.5280 -0.4294 -0.6886
C -1.7071 -3.6216 -2.4677
C -0.6571 -3.8441 -3.5482
S 0.9839 -3.1260 -3.2261
C 1.4715 -2.6964 -4.9297
C 0.6766 -1.5741 -5.6082
S 0.7821 -0.0616 -4.5843
C -0.4386 -0.2876 -3.3760
C -1.5593 -1.0331 -3.5552
S -2.2383 -1.8930 -2.1513
H -2.5996 -4.1694 -2.7769
H -1.3750 -4.0128 -1.5048
H -0.5340 -4.9201 -3.6857
H -1.0189 -3.4246 -4.4852
H 2.5140 -2.3925 -4.8347
H 1.4449 -3.6048 -5.5390
H 1.0868 -1.3665 -6.5987
H -0.3696 -1.8414 -5.7313
H -1.2300 3.2545 -3.4823
H -1.8376 2.1021 -5.2149
H -3.0650 2.3088 -3.6523
H -1.9132 -1.3504 -4.5371
O -1.4455 4.4991 5.7029
N -0.4506 4.0233 5.1899
O 0.6865 4.3352 5.4867
C -0.6404 2.9907 4.1578
C -1.7389 2.2236 4.2940
C -1.9935 1.1610 3.3808
C -3.1313 0.3410 3.4775
C -3.3263 -0.6381 2.5452
C -2.3725 -0.7951 1.5276
N -1.2941 -0.0497 1.4321
C -1.0932 0.9208 2.3355
C 0.0813 1.7636 2.1870
N 0.9002 1.5126 1.1445
C 1.9286 2.3011 0.9344
C 2.2199 3.3933 1.7616
C 1.4254 3.6465 2.8443
C 0.3168 2.8139 3.0952
H -2.4273 2.4173 5.1050
H -3.8379 0.5010 4.2834
H -4.1863 -1.2926 2.5770
H -2.4868 -1.5614 0.7689
H 2.5514 2.0455 0.0849
H 3.0771 4.0150 1.5433
H 1.6459 4.4715 3.5028
Cl 1.7887 -1.2456 2.7657
C 0.3751 -2.1984 3.0906
C -0.1551 -2.1373 4.3669
C -1.2784 -2.8842 4.6867
C -1.8584 -3.6791 3.7132
C -1.3227 -3.7076 2.4364
Cl -2.1571 -4.6852 1.2603
C -0.1830 -2.9736 2.0529
S 0.4588 -3.0174 0.4411
H 0.3252 -1.5074 5.1039
H -1.6947 -2.8474 5.6847
H -2.7370 -4.2726 3.9274
C 3.9084 -2.2532 -0.4217
C 3.8899 -0.7505 -0.7044
O 2.6632 -0.1730 -0.5695
C 4.4007 -0.5078 -2.1459
F 4.3752 0.7805 -2.5033
F 3.6316 -1.1730 -3.0203
F 5.6661 -0.9432 -2.3396
C 4.8417 -0.0508 0.2992
F 6.0931 -0.5542 0.2981
F 4.9594 1.2718 0.0744
F 4.3761 -0.1850 1.5520
H 3.2228 -2.7482 -1.1077
H 3.5423 -2.4217 0.5888
H 4.9063 -2.6773 -0.5352
Cl -1.8366 1.9028 -3.4963
C -2.0582 2.1633 -1.6856
C -3.2224 1.9154 -0.9922
C -3.3887 2.5011 0.2528
C -2.4022 3.4003 0.6931
C -1.2763 3.6771 -0.0464
C -1.0299 3.0330 -1.2931
C 0.0606 3.2964 -2.1497
H -3.9801 1.2559 -1.4071
H -4.2661 2.2978 0.8524
H -2.5401 3.9103 1.6416
H -0.5578 4.4093 0.3087
H 0.7721 4.0655 -1.8808
H 0.3343 2.6577 -2.9756
```

LUMO: 0.978 eV
Kohn-Sham gap: 4.59 eV
F_max: 0.048 Eh/bohr
relative energy (zero: lowest compared OMol25 entry of this formula, charge and spin): 248.9 kcal per mole
charge: -1

---

Entry 4:
ORCA calculation (ωB97M-V/def2-TZVPD) on a cluster of 2 separate species, C4H11NO3 in total in a non-equilibrium geometry.

The geometry in XYZ format:
```
19
Properties=species:S:1:pos:R:3
C -1.0591 -0.6101 -0.9523
N 0.3960 -0.5125 -1.1329
C 1.0855 0.6738 -0.6366
C 0.8233 1.9999 -1.4173
O 0.7644 1.8915 -2.6124
C 0.8587 0.8853 0.8650
O 1.5929 2.0948 1.2331
H -1.3799 -0.6772 0.1001
H -1.5952 0.2812 -1.2650
H -1.4047 -1.5429 -1.3598
H 0.3979 -0.4114 -2.1481
H 2.1846 0.4351 -0.8996
H 0.6832 2.9436 -0.8257
H 1.1899 -0.0149 1.4179
H -0.1116 1.3819 1.0390
H 2.4213 2.1312 0.7446
O -3.4943 -4.9646 3.5095
H -2.8682 -5.3578 4.1281
H -3.5897 -5.5647 2.7680
```

LUMO: 0.743 eV
Kohn-Sham gap: 9.93 eV
F_max: 0.045 Eh/bohr
relative energy (zero: lowest compared OMol25 entry of this formula, charge and spin): 70.2 kcal per mole